Entry 1:
Computed, not measured: C25H25AsCl5NO7STi as an isolated structure in a non-equilibrium geometry, with wB97M-V/def2-TZVPD.

Frontier orbital gap (alpha / beta)   4.05 / 4.07 eV
Net charge   -2

Each line ends with the Löwdin charge.
CARTESIAN COORDINATES (ANGSTROEM)
H: 0.21 2.84 3.02  0.112
H: 3.76 -3.18 -0.93  0.101
C: -0.59 2.73 2.28  -0.186
C: -3.21 -1.64 -4.10  -0.085
Cl: -0.46 -0.69 5.98  0.569
C: 3.86 0.19 0.79  -0.068
H: 1.06 -2.81 1.34  0.110
H: 0.29 -2.24 -2.64  0.075
As: -3.75 1.25 -0.39  0.902
H: -3.14 -2.35 -4.92  0.096
C: 0.32 -0.59 2.01  -0.217
C: -4.45 -0.61 -2.32  -0.114
H: 1.82 -3.13 -2.47  0.080
H: 0.68 -4.88 -1.15  0.076
C: 2.05 0.67 3.15  -0.536
O: 0.22 0.79 -3.50  -0.290
O: -1.10 2.31 -2.10  -0.318
O: -0.06 2.07 1.13  -0.232
O: -2.55 1.00 0.82  -0.550
H: 1.69 -1.45 -1.91  0.080
C: 0.74 3.03 0.43  -0.172
H: -1.39 2.12 2.68  0.115
O: -0.11 0.32 -1.15  -0.420
C: -2.10 -0.85 -3.78  -0.070
H: 0.78 5.10 1.09  0.099
C: -1.04 4.07 1.71  -0.141
H: 3.92 1.16 1.25  0.011
H: -1.18 -0.93 -4.33  0.103
C: -4.37 -1.51 -3.38  -0.088
Cl: -2.34 -1.99 0.10  0.097
H: -5.23 -2.13 -3.61  0.097
H: 5.74 0.51 -0.15  0.088
O: -3.52 2.91 -0.91  -0.254
Ti: -1.06 -0.10 0.47  0.573
N: 0.66 -2.82 -0.70  -0.265
C: -3.35 0.17 -1.99  -0.275
H: -5.34 -0.52 -1.72  0.093
Cl: 3.08 2.17 3.09  0.591
H: -2.00 3.93 1.22  0.099
H: -1.15 4.83 2.48  0.105
S: -0.67 0.95 -2.39  0.517
C: 2.71 -1.84 0.35  -0.159
O: -5.29 1.06 0.08  -0.462
H: -0.36 4.81 -0.23  0.101
Cl: -2.08 -1.00 3.30  0.622
H: -2.64 2.99 -1.32  -0.003
H: 1.75 3.00 0.83  0.084
C: -2.18 0.05 -2.73  -0.272
H: -0.86 -4.03 -1.49  0.060
C: 4.91 -1.41 -0.66  -0.121
C: 4.91 -0.18 -0.02  -0.117
H: -0.40 -4.38 0.18  0.072
C: 3.80 -2.21 -0.45  -0.090
H: 5.73 -1.73 -1.29  0.081
C: -0.01 -4.09 -0.80  -0.174
H: 2.13 -3.87 0.39  0.110
C: 1.41 0.51 4.35  -0.729
C: 1.70 -0.17 2.02  -0.214
C: 1.63 -2.88 0.41  -0.169
C: -0.34 -0.65 3.24  -0.698
H: 0.75 2.75 -0.62  0.097
C: 0.25 -0.30 4.43  -0.736
Cl: 1.82 1.48 5.76  0.557
C: 2.72 -0.61 1.05  -0.104
C: 1.15 -2.39 -1.98  -0.112
C: 0.06 4.39 0.69  -0.135

Entry 2:
Computed, not measured: C25H25BCo2O8S2 as an isolated structure in a non-equilibrium geometry, with wB97M-V/def2-TZVPD.

Frontier orbital gap   7.96 eV
Energy relative to the best compared isomer or geometry (same formula, charge and spin)   0.0 kJ/mol
Net charge   0

Each line ends with the Löwdin charge.
CARTESIAN COORDINATES (ANGSTROEM)
H: -3.56 -2.24 -0.85  0.107
H: -4.40 1.03 -2.47  0.083
H: -2.31 -1.63 1.30  0.112
O: 1.63 -3.21 5.97  0.157
C: -1.96 -2.37 0.60  -0.144
H: -2.57 4.36 -2.74  0.095
O: 3.70 -5.42 3.31  0.162
C: -1.70 1.46 -3.28  -0.426
C: 1.12 3.02 1.52  -0.148
C: -2.55 -4.38 -2.51  -0.103
C: 3.54 3.37 0.83  -0.114
Co: 3.26 -2.55 3.62  0.032
H: 3.52 -2.31 0.84  0.097
S: -0.36 -3.84 -0.65  1.031
C: 2.76 -2.07 1.61  -0.178
H: 4.30 2.79 0.32  0.070
C: 2.23 -2.95 5.02  -0.103
C: 4.98 -2.38 3.86  -0.124
C: 3.89 0.47 2.21  -0.088
C: -2.61 2.23 -2.19  -0.458
H: -3.20 0.43 -4.51  0.090
C: -2.61 -2.67 -0.62  -0.154
H: -2.81 -3.76 -3.38  0.078
Co: 2.34 -0.47 2.34  0.086
H: 3.86 3.60 1.84  0.087
C: 0.12 1.74 -0.13  -0.331
C: -0.07 2.47 1.02  -0.129
O: 4.90 1.03 2.32  0.154
H: -1.91 2.80 -4.97  0.094
O: -0.55 1.03 -2.51  0.116
C: -2.37 0.19 -3.84  -0.011
S: 1.85 1.49 -0.38  1.100
C: -0.79 -3.08 0.89  -0.494
C: -1.94 -3.59 -1.41  -0.548
H: -1.85 -5.15 -2.84  0.070
O: 6.11 -2.29 4.09  0.152
C: -4.11 2.07 -2.35  -0.006
H: 0.33 -3.50 2.60  0.113
C: -1.13 2.29 -4.41  -0.007
H: -3.49 -4.87 -2.20  0.090
B: -0.89 1.45 -1.23  -0.710
H: -1.66 -0.41 -4.43  0.096
O: -2.26 1.53 -0.97  0.114
H: -0.41 3.02 -4.02  0.094
C: 0.15 -2.66 1.94  -0.206
O: 3.23 0.01 5.08  0.097
C: 2.25 2.67 0.81  -0.607
O: 0.35 1.06 3.76  0.148
H: -2.76 -0.47 -3.04  0.083
H: -1.06 2.62 1.43  0.129
C: 1.43 -1.96 1.65  -0.111
C: 3.00 -0.60 4.10  -0.324
C: -2.22 3.69 -1.95  0.003
H: -2.66 4.01 -1.00  0.105
H: 3.44 4.32 0.29  0.093
C: 1.07 0.46 3.08  -0.115
C: 3.50 -4.29 3.36  -0.125
H: 1.13 3.75 2.32  0.120
H: -1.13 3.82 -1.84  0.096
H: -0.57 1.64 -5.10  0.095
H: -4.46 2.64 -3.21  0.093
H: -0.44 -1.87 2.51  0.126
H: -4.60 2.45 -1.45  0.097

Entry 3:
Computed, not measured: C25H25BEuN8O2 as an isolated structure in a non-equilibrium geometry, with wB97M-V/def2-TZVPD.

Frontier orbital gap (alpha / beta)   5.43 / 3.54 eV
2S+1   8
Net charge   +2

Each line ends with the Löwdin charge.
CARTESIAN COORDINATES (ANGSTROEM)
C: -0.03 -3.57 -3.90  -0.025
C: 1.93 0.35 3.74  -0.057
C: 1.44 0.37 -5.20  -0.024
H: -1.94 1.77 0.25  -0.001
H: 1.42 -2.35 3.11  0.178
C: -2.70 -0.84 3.41  -0.045
H: -4.23 0.66 3.65  0.122
C: 1.37 0.37 1.28  -0.496
C: 3.74 1.49 5.53  0.048
C: 2.32 1.29 -4.60  -0.016
H: -3.36 -1.69 3.60  0.122
H: -0.37 -3.64 -0.63  0.093
H: 0.21 -3.81 -4.92  0.136
C: 1.61 -1.88 1.07  -0.509
H: -0.78 2.42 -1.04  -0.009
C: -0.96 1.28 2.94  -0.078
H: -2.67 2.56 3.21  0.123
H: 2.26 2.00 -2.44  0.111
H: 1.99 2.10 6.66  0.140
O: 1.77 -2.99 0.56  0.089
H: -2.74 -0.01 -6.04  0.134
C: 1.03 -0.24 2.68  -0.295
C: 1.45 0.97 4.91  0.055
Eu: -0.27 -0.08 -1.06  2.096
O: 1.33 1.59 1.02  0.023
C: -2.31 1.53 3.20  -0.055
N: -2.22 0.20 -2.85  -0.085
C: 0.07 -4.34 -2.73  -0.012
H: 3.66 -0.25 2.61  0.149
H: -0.28 2.11 2.75  0.123
H: 0.42 -5.35 -2.65  0.106
N: -1.92 -0.24 -4.13  -0.046
H: -0.68 -1.39 -5.62  0.125
N: -0.59 -2.23 -2.19  -0.129
C: -3.18 0.46 3.44  -0.048
C: -1.48 2.65 -0.21  -0.055
H: -2.29 3.25 -0.62  0.058
C: -0.31 -3.47 -1.69  -0.125
H: -0.97 -2.13 3.09  0.120
H: 4.44 1.94 6.23  0.146
N: 1.59 -0.64 0.39  0.012
C: -3.40 0.86 -2.94  -0.142
C: -1.35 -1.10 3.13  -0.014
H: 5.27 0.75 4.18  0.136
C: -0.47 -0.03 2.93  -0.179
N: 0.57 -0.06 -4.28  -0.030
C: 4.20 0.82 4.40  0.017
H: -3.87 1.29 -2.05  0.106
C: -3.83 0.89 -4.27  -0.039
N: -0.45 -2.32 -3.57  -0.030
N: 1.38 -1.60 2.42  0.160
N: 0.83 0.55 -3.07  -0.145
C: 3.29 0.25 3.51  0.055
H: -4.72 1.36 -4.68  0.110
C: 1.89 1.38 -3.26  -0.111
C: 2.37 1.57 5.78  0.030
B: -0.62 -1.05 -4.47  -0.486
C: -2.86 0.20 -4.99  -0.050
H: -0.90 3.15 0.57  0.038
H: 1.36 0.01 -6.21  0.135
H: 0.38 1.02 5.12  0.137
H: 3.12 1.82 -5.07  0.103

Entry 4:
Computed, not measured: C25H25BN8O2Pb as an isolated structure in a non-equilibrium geometry, with wB97M-V/def2-TZVPD.

Frontier orbital gap   3.03 eV
Energy relative to the best compared isomer or geometry (same formula, charge and spin)   439.2 kJ/mol
Net charge   +2

Each line ends with the Löwdin charge.
CARTESIAN COORDINATES (ANGSTROEM)
H: 3.69 -5.52 1.81  0.119
C: -3.30 -5.48 -0.73  -0.050
N: -1.06 4.22 -0.51  -0.013
H: 1.49 1.43 3.43  0.084
C: 2.59 4.18 1.69  -0.087
C: 0.03 -1.12 -1.55  -0.517
H: 1.91 6.88 -0.08  0.157
C: 2.81 -4.99 1.43  -0.050
Pb: 0.98 1.76 0.70  1.590
H: -3.37 -6.40 -1.31  0.116
H: 0.13 0.62 2.52  0.051
C: -3.04 -3.11 0.74  -0.017
H: -2.92 -2.21 1.33  0.101
H: -1.22 -5.19 -1.26  0.126
H: 0.80 4.89 -3.99  0.139
H: 2.11 0.94 -2.80  0.104
N: 1.62 3.76 0.82  -0.153
O: -0.99 -1.20 1.75  0.036
H: 1.97 -2.24 -0.40  0.108
C: 1.06 3.97 -3.49  -0.021
C: -4.26 -3.80 0.73  -0.053
N: 1.27 2.58 -1.76  -0.029
C: -0.60 -1.43 0.59  -0.402
C: 1.65 2.80 -3.96  -0.005
H: -0.60 -5.14 1.49  0.129
H: 1.96 2.57 -4.96  0.110
H: -0.34 -3.07 -2.22  0.177
H: -4.17 3.98 0.43  0.114
C: 2.04 5.93 0.42  0.019
C: 1.75 1.95 -2.84  -0.117
H: 3.96 -3.42 0.45  0.110
N: -1.05 3.00 0.15  -0.057
N: -0.44 -2.44 -1.43  0.170
H: -2.58 1.86 1.10  0.122
H: -5.10 -3.40 1.30  0.113
H: -2.49 5.72 -0.90  0.146
B: 0.24 4.82 -1.12  -0.465
C: -2.08 -4.79 -0.72  -0.041
H: 0.05 5.89 -1.61  0.131
H: 3.59 6.14 1.97  0.125
C: 2.87 5.52 1.46  0.003
C: -0.63 -2.84 -0.07  -0.278
C: 2.97 -3.82 0.68  -0.059
N: -0.10 -0.53 -0.29  0.154
C: 0.56 -3.63 0.47  -0.134
N: 0.83 3.82 -2.17  -0.028
C: -2.30 4.75 -0.46  -0.009
O: 0.46 -0.65 -2.59  0.075
C: -2.31 2.77 0.57  -0.094
N: 1.29 4.88 0.04  0.027
C: -3.13 3.86 0.22  -0.010
H: 1.39 -6.37 2.31  0.121
C: 0.40 -4.78 1.25  0.007
C: 1.53 -5.46 1.72  -0.036
H: 1.52 -0.30 2.91  0.109
H: -5.34 -5.52 -0.02  0.115
H: 2.16 0.86 1.55  0.115
C: 1.22 0.72 2.63  -0.057
C: 1.84 -3.15 0.19  -0.030
C: -4.39 -4.98 -0.01  -0.061
H: 3.03 3.50 2.42  0.120
C: -1.96 -3.60 0.01  -0.170

Entry 5:
Computed, not measured: C25H25F3NPS2Ta as an isolated structure in a non-equilibrium geometry, with wB97M-V/def2-TZVPD.

Frontier orbital gap   4.98 eV
Energy relative to the best compared isomer or geometry (same formula, charge and spin)   119.0 kJ/mol
Net charge   +3

Each line ends with the Löwdin charge.
CARTESIAN COORDINATES (ANGSTROEM)
C: 1.36 -2.22 4.25  0.012
C: 4.88 -1.91 -2.30  -0.004
H: -5.87 3.01 1.16  0.100
H: -4.64 1.05 -1.99  0.173
C: -3.82 1.00 -0.14  -0.920
H: 3.76 -3.66 -2.87  0.126
F: -3.63 -3.24 -1.06  0.123
C: 3.76 -2.74 -2.31  -0.038
C: 4.89 -0.74 -1.55  0.003
H: 3.49 -2.32 3.95  0.137
C: 2.64 -2.35 -1.61  -0.093
H: 3.52 1.81 -0.58  0.102
H: 0.15 4.74 -1.03  0.131
H: 1.40 -2.59 5.27  0.138
S: -4.22 1.30 1.48  1.070
C: 0.50 3.25 0.48  -0.029
H: -0.78 -2.06 4.25  0.134
C: -3.44 -1.92 -0.91  -0.740
C: 2.47 -1.61 2.21  -0.027
H: 0.12 3.13 -2.89  0.134
H: 1.53 0.10 -3.04  0.096
C: -1.23 -0.92 1.86  -0.247
C: -6.10 1.53 -0.46  -0.122
S: -2.14 0.63 -0.61  0.804
C: 0.69 1.91 0.73  -0.100
F: -4.02 -1.56 0.28  0.015
C: 2.64 -1.15 -0.88  -0.353
P: 1.16 -0.69 -0.03  1.043
H: 3.37 -1.56 1.61  0.121
C: 0.31 3.69 -0.83  -0.008
C: 3.78 -0.32 -0.83  -0.245
C: 0.30 2.78 -1.88  -0.016
H: -6.63 1.49 1.67  0.103
C: 0.13 -1.91 3.68  0.005
H: 3.31 0.89 0.92  0.067
H: 5.79 -0.14 -1.52  0.135
H: -6.53 2.34 -1.03  0.147
H: 1.75 -2.97 -1.64  0.094
Ta: -1.41 -1.73 -0.18  1.739
H: -0.12 -0.41 -2.66  0.041
C: 0.52 0.47 -2.83  -0.044
H: 5.76 -2.19 -2.86  0.132
H: 0.17 0.97 -3.74  0.101
H: -2.10 -1.24 2.45  0.098
C: 1.25 -1.18 1.68  -0.323
H: 0.85 1.56 1.74  0.123
H: 0.51 3.96 1.30  0.128
C: 0.06 -1.35 2.41  -0.323
C: -5.88 1.93 1.01  -0.310
H: -1.30 0.13 1.59  0.003
C: 0.51 1.42 -1.67  -0.350
C: 3.88 0.94 -0.01  -0.018
H: -6.75 0.66 -0.55  0.145
H: 4.92 1.13 0.25  0.103
N: -4.77 1.19 -1.00  0.013
C: 0.73 1.00 -0.34  -0.453
C: 2.53 -2.06 3.51  0.006
F: -4.03 -1.29 -1.90  0.118

Entry 6:
Computed, not measured: C25H25HgN3O3 as an isolated structure in a non-equilibrium geometry, with wB97M-V/def2-TZVPD.

Frontier orbital gap (alpha / beta)   4.69 / 6.17 eV
2S+1   2
Net charge   -1

Each line ends with the Löwdin charge.
CARTESIAN COORDINATES (ANGSTROEM)
H: 1.58 1.31 -3.48  0.057
H: 3.44 4.03 -1.72  0.075
H: 3.49 4.56 -3.42  0.069
C: -2.11 -0.50 -1.27  -0.392
H: 0.40 5.57 0.27  0.101
H: -0.10 3.96 2.06  0.099
H: -4.17 -0.90 -1.67  0.101
C: 0.86 -5.16 1.56  -0.051
H: 0.48 -2.30 5.60  0.089
C: -1.43 5.20 -0.79  -0.115
H: -3.31 4.62 -1.63  0.101
C: -2.60 4.47 -0.83  -0.112
C: -3.12 -2.71 -1.23  -0.062
H: 1.18 3.77 -3.76  0.123
O: 0.90 3.31 -1.77  -0.422
H: 1.26 -6.00 1.00  0.104
C: 2.84 4.40 -2.56  -0.076
C: -1.91 -3.33 -0.84  -0.285
N: 0.25 -0.27 -0.99  -0.053
C: 1.11 -3.55 3.34  -0.295
C: -0.88 -3.58 1.99  -0.025
C: 1.47 -0.81 -0.93  -0.172
H: -4.00 -3.34 -1.31  0.095
H: -3.81 2.99 0.16  0.103
H: 0.72 -4.10 -0.86  0.102
C: 1.42 -2.02 5.11  -0.117
H: 2.16 -1.81 5.88  0.084
C: -0.39 -4.65 1.21  -0.355
C: -0.15 -3.04 3.03  -0.030
O: -2.26 0.83 -1.40  -0.299
C: 0.57 -3.03 -0.88  -0.019
H: 2.38 5.35 -2.27  0.067
H: 2.29 -0.11 -0.88  0.094
H: 2.58 -5.02 2.86  0.109
C: -0.52 5.01 0.25  -0.121
H: 2.69 -2.56 -0.92  0.092
C: -0.79 4.09 1.25  -0.113
N: -1.14 -5.28 0.23  -0.016
H: -1.21 5.91 -1.57  0.101
C: -2.88 3.55 0.18  -0.124
C: -3.22 -1.35 -1.42  -0.045
O: 1.93 -3.07 4.33  -0.105
H: 1.25 -1.12 4.52  0.092
H: 2.97 2.16 -4.18  0.071
N: -1.97 -4.66 -0.54  0.004
C: 1.60 -4.62 2.60  -0.027
C: 1.73 3.39 -2.88  -0.616
C: -1.98 3.36 1.21  -0.117
H: -2.20 2.66 2.00  0.102
H: -1.85 -3.17 1.75  0.116
C: 2.36 2.05 -3.28  -0.090
Hg: -0.43 1.81 -1.40  1.296
C: -0.85 -1.09 -1.03  -0.180
C: 1.68 -2.17 -0.92  -0.074
H: -0.57 -2.22 3.59  0.096
H: 2.99 1.68 -2.47  0.068
C: -0.72 -2.51 -0.88  -0.105

Number 1: E -199557.527 eV, M 783.6 g/mol. Number 2: E -140309.952 eV, M 646.3 g/mol. Number 3: E -62338.784 eV, M 632.3 g/mol. Number 4: E -48249.870 eV, M 687.5 g/mol. Number 5: E -68453.101 eV, M 672.5 g/mol. Number 6: E -41116.689 eV, M 616.1 g/mol.